Density functional theory data (wB97M-V/def2-TZVPD) for an isolated molecule of C3H8N2O2.

Positions of all 15 atoms, in Å:
H  2.71  0.71  -0.65
C  2.44  -0.09  0.05
H  -1.14  -2.16  0.75
C  0.11  -0.01  -0.38
O  1.27  -0.76  -0.37
H  -1.82  -0.57  1.11
H  -1.78  1.34  -0.62
H  2.31  0.42  1.06
H  -2.66  -1.71  -0.01
H  -0.95  2.78  -0.42
N  -1.15  1.81  0.00
C  -1.67  -1.32  0.28
H  3.22  -0.86  0.09
N  0.11  1.21  -0.08
O  -0.99  -0.78  -0.81

As for the molar mass: 104.11 g/mol. The frontier orbital gap is 9.85 eV. The value obtained for the energy relative to the best compared isomer or geometry (same formula, charge and spin) is 72.2 kcal per mole. The charge is 0. As for the SMILES: COC(=NN)OC.

Density functional theory data (wB97M-V/def2-TZVPD) for an isolated molecule of C3H8N2O2.

Positions of all 15 atoms, in Å:
H  -0.16  1.71  0.02
C  -2.60  -0.46  0.00
H  -3.67  -0.19  -0.14
O  -1.86  0.69  -0.28
C  -0.61  0.63  0.25
H  4.17  0.57  -0.15
H  2.05  0.75  -1.37
N  1.27  -0.74  -0.11
H  -0.65  0.30  1.30
H  -2.45  -0.91  1.00
O  0.04  -0.47  -0.49
H  -2.41  -1.24  -0.81
N  3.40  0.07  0.24
C  2.24  0.16  -0.43
H  1.25  -0.86  0.97

As for the molar mass: 104.11 g/mol. The frontier orbital gap is 10.09 eV. The value obtained for the energy relative to the best compared isomer or geometry (same formula, charge and spin) is 107.4 kcal per mole. The charge is 0. As for the SMILES: [H]/N=C/NOCOC.

Density functional theory data (wB97M-V/def2-TZVPD) for an isolated molecule of C3H8N2O2.

Positions of all 15 atoms, in Å:
H  0.63  1.33  -1.91
H  -0.40  -0.87  -2.38
C  0.35  1.23  -0.86
H  -1.67  -0.21  -1.55
C  0.54  0.18  1.87
N  0.12  -0.19  -0.59
H  0.06  0.01  2.85
C  -0.28  -0.49  0.77
H  -0.55  1.84  -0.68
H  0.66  -2.15  0.48
N  -0.82  -0.78  -1.47
H  1.16  1.59  -0.25
O  -0.08  -1.86  1.02
H  -1.35  -0.29  0.94
O  1.62  0.67  1.77

As for the molar mass: 104.11 g/mol. The frontier orbital gap is 10.42 eV. The value obtained for the energy relative to the best compared isomer or geometry (same formula, charge and spin) is 67.1 kcal per mole. The charge is 0. As for the SMILES: CN(N)[C@@H](O)C=O.

Density functional theory data (wB97M-V/def2-TZVPD) for an isolated molecule of C3H8N2O2.

Positions of all 15 atoms, in Å:
H  1.13  1.55  0.98
N  0.16  1.57  1.25
C  -0.58  0.62  0.48
C  0.58  -1.50  -0.63
O  -0.44  0.97  -1.02
H  1.95  -0.26  0.23
O  -1.65  0.70  -1.78
H  0.34  -2.55  -0.69
H  -0.10  1.50  2.23
H  -1.31  0.97  -2.65
H  -1.65  0.65  0.73
C  -0.03  -0.75  0.63
H  0.79  -1.04  -1.58
H  -0.58  -1.36  1.33
N  1.40  -1.07  0.49

As for the molar mass: 104.11 g/mol. The frontier orbital gap is 9.90 eV. The value obtained for the energy relative to the best compared isomer or geometry (same formula, charge and spin) is 136.8 kcal per mole. The charge is 0. As for the SMILES: N[C@@H](OO)[C@H]1CN1.

Density functional theory data (wB97M-V/def2-TZVPD) for an isolated molecule of C3H8N2O2.

Positions of all 15 atoms, in Å:
N  1.07  -1.59  0.28
C  -0.28  1.65  0.17
H  0.63  -2.99  -1.05
H  -1.85  1.42  1.63
C  0.68  -0.44  -0.33
H  -2.11  0.52  0.13
H  -2.34  2.28  0.16
H  0.14  2.54  0.66
O  0.50  0.54  0.60
H  2.19  -2.50  -1.12
H  -0.18  1.76  -0.92
C  -1.74  1.45  0.55
N  1.42  -2.73  -0.47
H  1.37  -1.58  1.24
O  0.49  -0.34  -1.52

As for the molar mass: 104.11 g/mol. The frontier orbital gap is 11.04 eV. The value obtained for the energy relative to the best compared isomer or geometry (same formula, charge and spin) is 27.8 kcal per mole. The charge is 0. As for the SMILES: CCOC(=O)NN.

Density functional theory data (wB97M-V/def2-TZVPD) for an isolated molecule of C3H8N2O2.

Positions of all 15 atoms, in Å:
N  1.80  1.51  -0.25
C  -0.57  -1.27  -0.20
O  -1.83  -1.48  0.49
N  -0.87  1.14  0.11
H  2.73  1.76  -0.52
H  -1.73  0.71  -0.20
O  2.12  -0.73  -0.55
C  1.46  0.20  -0.14
H  -0.01  -2.18  0.00
H  0.11  -0.12  1.46
H  -0.77  -1.12  -1.26
H  -1.11  1.51  1.02
H  1.01  2.14  -0.34
H  -2.39  -2.07  -0.01
C  0.05  -0.02  0.37

As for the molar mass: 104.11 g/mol. The frontier orbital gap is 10.31 eV. The value obtained for the energy relative to the best compared isomer or geometry (same formula, charge and spin) is 20.2 kcal per mole. The charge is 0. As for the SMILES: NC(=O)[C@@H](N)CO.